C21H34N4O4 | ωB97M-V/def2-TZVPD

Structure (XYZ):
```
63
Properties=species:S:1:pos:R:3:mulliken_charge:R:1
O 0.728 2.556 -4.160 -0.71
O -0.588 0.224 -0.883 -0.72
O -2.607 0.367 3.404 -0.23
O -0.993 1.949 3.404 -0.64
N 1.834 2.674 0.147 -0.70
N 0.115 0.861 1.176 0.00
N 0.861 0.378 -3.571 0.40
N 2.391 3.146 -1.924 -0.06
C 2.570 -1.366 -3.544 -1.11
C -2.581 1.008 5.762 -1.62
C 2.322 -1.398 -5.063 0.44
C 0.133 0.906 -0.171 0.21
C 0.212 -0.041 -4.801 -0.92
C 3.051 -0.259 -5.776 -1.57
C -4.579 -0.012 4.627 -1.70
C 0.993 1.691 -3.332 0.31
C 0.815 -1.344 -5.326 -0.90
C 1.345 -3.114 2.487 -1.71
C 1.416 -0.691 -2.785 -0.74
C 1.139 1.849 -0.692 1.64
C 0.626 -2.041 1.671 1.32
C 1.494 2.119 -2.003 -0.40
C 2.566 3.434 -0.613 -0.53
C -3.889 2.339 4.066 -1.64
C -0.149 -1.122 2.621 -1.66
C -0.828 0.068 1.914 0.00
C -0.288 -2.685 0.633 -1.37
C -3.402 0.950 4.475 1.58
C -1.484 0.929 2.992 0.25
H 2.781 3.617 -2.725 0.22
H -0.685 -1.937 -0.048 0.24
H 0.328 0.769 -5.524 0.50
H 0.623 -3.736 3.013 0.36
H -3.209 1.351 6.579 0.48
H -1.588 -0.294 1.216 0.57
H 3.500 -0.830 -3.345 0.39
H -4.423 2.283 3.120 0.38
H 0.268 -3.414 0.047 0.42
H 1.937 -3.754 1.836 0.43
H 3.233 4.193 -0.258 0.48
H 4.127 -0.363 -5.648 0.44
H 2.752 0.709 -5.384 0.26
H -5.249 0.340 5.406 0.42
H -1.117 -3.197 1.119 0.32
H 2.707 -2.342 -5.465 0.44
H 0.343 -2.199 -4.839 0.34
H 0.540 -0.725 3.372 0.44
H 0.664 1.544 1.681 0.41
H 2.010 -2.664 3.220 0.41
H -4.559 2.729 4.827 0.47
H -5.127 -0.081 3.691 0.39
H 0.616 -1.421 -6.396 0.46
H 1.378 -1.440 1.147 0.01
H 1.778 -0.305 -1.834 0.32
H -0.859 -0.171 -4.608 0.27
H -4.219 -1.004 4.890 0.39
H -2.195 0.020 6.005 0.36
H 0.618 -1.406 -2.570 0.32
H -0.922 -1.696 3.136 0.39
H -1.746 1.694 5.649 0.36
H 2.686 -2.380 -3.157 0.35
H 2.833 -0.280 -6.841 0.35
H -3.049 3.018 3.955 0.36
```

Calculated values
**Maximum force**: 1.00 eV/A
**Energy above the lowest of the compared OMol25 structures with the same formula, charge and spin**: 9.75 kJ/mol
**HOMO level**: -8.94 eV
**SMILES string**: CC(C)C[C@H](NC(=O)c1nc[nH]c1C(=O)N1CCC(C)CC1)C(=O)OC(C)(C)C
**Molecular weight**: 406.53 g/mol


C21H35AgAsN4O3S3Si2 | ωB97M-V/def2-TZVPD

Structure (XYZ):
```
70
Properties=species:S:1:pos:R:3:mulliken_charge:R:1
Ag -1.304 -1.098 -0.148 0.15
As 0.406 1.236 -0.644 0.06
S -5.104 1.956 0.617 -0.28
S 0.026 -3.516 0.018 0.66
S -5.586 -4.068 -1.286 -0.29
Si -0.311 3.069 -1.938 0.68
Si 1.533 2.531 0.995 0.46
O 1.820 -2.795 2.361 -0.82
O 1.172 -1.059 1.074 -0.28
O -0.816 -3.373 -1.243 -0.80
N -3.568 -2.569 -0.753 0.15
N -2.944 -4.688 -1.574 -0.38
N -3.334 0.028 0.454 -0.04
N -2.470 2.028 1.366 -0.52
C 5.835 -1.905 1.681 -0.50
C 0.527 -5.262 -0.012 -1.20
C -4.699 -1.841 -0.442 -0.10
C -5.874 -2.486 -0.653 -0.37
C 2.833 3.588 0.105 -1.16
C 1.025 3.425 -3.237 -1.15
C 3.489 -1.538 1.271 0.51
C -4.560 -0.459 0.033 -0.14
C -1.878 2.573 -2.871 -1.08
C -3.417 1.313 0.853 0.21
C 5.133 -0.737 -0.300 -0.68
C 4.507 -2.059 2.060 -0.44
C -1.161 -3.746 1.374 -1.02
C 2.433 1.609 2.363 -0.99
C -0.745 4.761 -1.207 -1.19
C 6.149 -1.250 0.497 -0.37
C 2.033 -1.804 1.617 -0.06
C 0.377 3.711 1.906 -1.01
C -3.862 -3.742 -1.217 0.30
C 3.807 -0.876 0.090 0.08
C -5.600 0.404 0.039 -0.52
H 7.184 -1.148 0.191 0.36
H -0.575 -4.055 2.238 0.40
H -2.762 2.975 1.573 0.18
H -2.729 2.554 -2.181 0.24
H 2.359 4.350 -0.523 0.27
H -0.846 1.362 0.207 0.01
H 1.312 2.498 -3.743 0.31
H 3.487 4.098 0.818 0.40
H 4.239 -2.590 2.963 0.42
H 2.683 2.296 3.177 0.50
H -1.548 4.666 -0.471 0.29
H 0.688 4.141 -3.993 0.33
H 0.106 5.247 -0.720 0.35
H 2.998 -0.484 -0.515 0.34
H 6.625 -2.306 2.305 0.38
H -1.645 -2.795 1.595 0.31
H -0.021 4.487 1.248 0.30
H -0.472 3.149 2.301 0.21
H 1.924 3.831 -2.762 0.30
H 1.169 -5.388 -0.883 0.38
H 0.894 4.198 2.738 0.41
H -6.613 0.232 -0.287 0.29
H 3.457 2.963 -0.542 0.29
H -1.097 5.422 -2.005 0.40
H -3.244 -5.394 -2.221 0.21
H 3.351 1.147 2.005 0.18
H 1.795 0.819 2.761 0.20
H 5.375 -0.231 -1.228 0.41
H -0.366 -5.884 -0.099 0.35
H -6.880 -2.144 -0.481 0.39
H -2.106 3.278 -3.675 0.34
H -1.784 1.574 -3.307 0.29
H 1.084 -5.466 0.901 0.36
H -2.017 -4.271 -1.707 0.34
H -1.898 -4.490 1.076 0.42
```

Calculated values
**Total charge**: -1
**Maximum force**: 1.34 eV/A
**Energy above the lowest of the compared OMol25 structures with the same formula, charge and spin**: 192.88 kJ/mol
**HOMO level**: -4.06 eV
**Molecular weight**: 726.70 g/mol


C21H35AsF6NO7ReS2Sb | ωB97M-V/def2-TZVPD

Structure (XYZ):
```
75
Properties=species:S:1:pos:R:3:mulliken_charge:R:1
Re 1.097 0.049 -0.677 2.76
Sb -1.013 -1.472 -1.391 -0.49
As 0.177 0.279 1.665 0.41
S 0.506 3.011 -1.650 1.20
S 0.660 1.282 -3.695 1.00
F 1.255 2.383 -5.955 -0.16
F -0.583 4.605 0.037 -0.17
F -0.548 5.350 -2.002 -0.15
F 2.416 0.615 -5.465 -0.16
F 2.821 2.492 -4.457 -0.18
F -1.957 3.802 -1.433 -0.17
O 1.544 0.639 -2.661 -1.09
O 3.023 1.044 -0.218 -0.49
O 1.824 3.476 -1.366 -0.75
O 4.258 -2.256 -0.486 -0.41
O 0.081 1.874 -0.738 -0.60
O 2.192 -1.376 -0.316 -0.49
O -0.355 0.465 -4.256 -0.66
N 0.139 2.649 -3.118 -0.49
C -2.241 2.004 3.768 -0.38
C 5.209 0.462 -1.129 -1.85
C 4.680 0.209 1.340 -1.59
C -2.664 2.110 5.085 -0.75
C -2.743 -0.314 -1.865 -0.37
C -0.605 -2.706 -3.072 -0.57
C -3.063 0.977 5.780 -0.51
C -1.604 -2.900 0.074 0.17
C -3.050 -0.261 5.155 -0.80
C -1.739 0.642 1.718 0.22
C 1.892 1.734 -5.010 0.49
C 4.159 0.129 -0.086 1.76
C -0.553 -3.997 0.231 -1.34
C -2.219 0.764 3.136 0.03
C -4.040 -0.960 -1.387 -1.24
C -2.628 -0.368 3.838 -0.13
C -0.757 4.308 -1.240 0.54
C 1.000 1.769 2.563 -1.17
C -1.827 -3.536 -3.457 -1.16
C 0.538 -1.250 2.779 -1.11
C 3.624 -1.283 -0.326 -0.01
H 1.616 -1.376 2.863 0.40
H -4.887 -0.332 -1.662 0.44
H 3.245 1.801 -0.785 0.33
H -2.721 -0.197 -2.949 0.66
H -2.639 -1.337 3.348 0.38
H -1.796 -2.380 1.014 -0.15
H -3.378 -1.143 5.689 0.45
H -1.591 -4.167 -4.314 0.45
H -2.691 3.079 5.565 0.43
H 0.248 -3.329 -2.800 0.47
H -1.879 1.566 1.155 0.52
H 0.429 -3.598 0.496 0.25
H -2.594 0.674 -1.429 0.22
H -1.950 2.896 3.224 0.49
H -4.067 -1.088 -0.303 0.27
H -2.670 -2.905 -3.740 0.30
H -0.850 -4.699 1.010 0.44
H 5.055 1.213 1.535 0.43
H 6.020 -0.262 -1.072 0.44
H 5.493 -0.504 1.474 0.44
H -4.198 -1.938 -1.843 0.31
H -3.398 1.062 6.805 0.42
H 4.792 0.429 -2.137 0.41
H -0.294 -2.043 -3.877 0.47
H 0.101 -2.147 2.348 0.28
H -2.245 -0.162 1.184 -0.34
H 2.072 1.595 2.642 0.37
H 5.620 1.454 -0.934 0.50
H 3.895 -0.023 2.062 0.20
H -0.433 -4.569 -0.690 0.34
H 0.108 -1.060 3.762 0.51
H 0.565 1.863 3.557 0.53
H -2.149 -4.194 -2.648 0.28
H 0.821 2.680 1.996 0.29
H -2.559 -3.305 -0.261 0.63
```

Calculated values
**Total charge**: +2
**Maximum force**: 0.12 eV/A
**Energy above the lowest of the compared OMol25 structures with the same formula, charge and spin**: 0.00 kJ/mol
**HOMO level (alpha / beta)**: -14.13 / -14.12 eV
**2S+1**: 2
**Molecular weight**: 974.52 g/mol


C21H35Br2NSeSi3Ti | ωB97M-V/def2-TZVPD

Structure (XYZ):
```
64
Properties=species:S:1:pos:R:3:mulliken_charge:R:1
Br 0.901 3.272 1.245 -0.04
Br -1.643 0.275 1.995 -0.25
Se 0.833 1.325 -2.168 -0.12
Ti -0.365 1.075 -0.131 0.07
Si -2.458 0.165 -1.330 0.72
Si 0.172 -2.106 0.690 0.12
Si 1.357 -0.144 2.878 0.18
N -1.862 2.650 -0.634 0.48
C -2.981 4.727 -0.955 -1.02
C -2.411 -0.131 -3.178 -1.24
C 1.943 -0.722 -3.795 -0.45
C 1.176 -1.641 3.991 -1.19
C -0.352 -2.330 -1.100 -0.79
C -3.694 -1.023 -0.563 -1.12
C -1.872 3.990 -0.597 -0.55
C -4.106 2.677 -1.441 -0.57
C 0.192 -0.283 1.351 0.46
C 3.209 -0.301 -1.785 -0.19
C -4.127 4.059 -1.362 -0.34
C -2.955 1.985 -1.093 0.29
C 3.116 0.073 2.267 -0.81
C -0.977 -3.138 1.746 -1.16
C 2.865 -1.689 -4.167 -0.65
C 2.116 -0.038 -2.597 0.15
C 3.957 -1.964 -3.356 -0.51
C 0.950 1.289 4.024 -1.30
C -0.265 4.081 2.446 -0.72
C 4.129 -1.266 -2.169 -0.34
C 1.934 -2.735 0.719 -0.75
H 3.161 0.516 1.273 0.01
H 3.352 0.253 -0.869 0.31
H 0.206 -1.621 4.495 0.32
H 3.638 0.754 2.943 0.46
H -2.942 5.807 -0.917 0.44
H -3.872 -1.854 -1.249 0.40
H -5.015 4.613 -1.637 0.44
H 4.678 -2.714 -3.653 0.41
H -4.971 2.130 -1.793 0.46
H -1.969 -1.103 -3.403 0.35
H 1.291 -2.614 3.520 0.36
H -0.114 1.521 4.087 0.31
H -0.646 -4.179 1.724 0.42
H 1.938 -1.557 4.772 0.41
H -3.429 -0.127 -3.577 0.39
H -1.434 -2.324 -1.233 0.26
H 2.732 -2.223 -5.099 0.41
H -4.649 -0.517 -0.405 0.43
H -1.013 -2.821 2.787 0.32
H 2.427 -2.721 1.688 0.34
H 1.265 0.982 5.025 0.39
H 2.555 -2.192 0.005 0.01
H -1.832 0.636 -3.692 0.33
H 1.898 -3.775 0.384 0.46
H -0.761 4.978 2.122 0.41
H 4.985 -1.468 -1.539 0.43
H -3.378 -1.429 0.396 0.22
H 1.506 2.194 3.781 0.39
H -1.995 -3.113 1.351 0.35
H 3.673 -0.863 2.246 0.38
H -0.960 4.478 -0.288 0.71
H 0.106 -1.624 -1.794 0.00
H 1.097 -0.500 -4.432 0.42
H -0.302 3.674 3.441 0.40
H -0.008 -3.328 -1.391 0.53
```

Calculated values
**Total charge**: +1
**Maximum force**: 0.28 eV/A
**Energy above the lowest of the compared OMol25 structures with the same formula, charge and spin**: 282.76 kJ/mol
**HOMO level (alpha / beta)**: -11.17 / -11.27 eV
**2S+1**: 2
**Molecular weight**: 672.41 g/mol


C21H35Cl4N5 | ωB97M-V/def2-TZVPD

Structure (XYZ):
```
65
Properties=species:S:1:pos:R:3:mulliken_charge:R:1
Cl -1.806 2.362 1.755 -0.09
Cl -0.308 3.722 -0.399 -0.10
Cl -0.304 0.802 -0.143 -0.08
Cl -2.602 2.197 -1.058 -0.10
N -0.145 -1.534 3.556 -0.51
N 5.668 -2.260 -3.919 -0.44
N -0.378 -4.944 -1.022 -0.44
N -4.698 5.590 -1.879 -0.51
N 0.104 2.426 4.478 -0.47
C 1.591 -2.250 0.485 0.33
C -2.948 7.848 -0.061 -1.07
C 3.361 1.164 4.563 -0.39
C 1.931 0.775 5.089 -0.40
C 3.256 -1.403 -4.167 -0.34
C 0.176 -2.251 1.041 -0.31
C 4.645 -1.724 -4.074 0.07
C 2.692 -2.921 1.365 -1.43
C -2.168 -4.504 -2.847 -0.49
C 1.179 -0.953 -2.979 -0.76
C -1.136 -4.690 -1.840 0.33
C -2.402 -5.860 -3.706 -0.53
C -2.984 -7.045 -2.839 -1.03
C -3.929 7.187 0.951 -0.49
C 3.525 2.653 4.820 -1.23
C -0.034 -1.759 2.444 0.00
C -4.239 5.724 0.650 -0.02
C -1.277 2.309 0.040 0.24
C -4.557 5.519 -0.720 0.26
C 0.928 1.634 4.555 0.38
C 2.632 -1.077 -2.848 -0.19
H 2.998 -1.820 -2.158 0.28
H 3.009 -2.320 2.217 0.24
H -3.328 -7.680 -3.626 0.34
H 3.710 -2.945 0.901 0.38
H -3.400 7.900 -1.086 0.32
H 3.239 -0.560 -4.874 0.30
H -3.227 -5.676 -4.405 0.32
H -3.327 5.119 0.911 0.02
H 1.925 0.872 6.171 0.30
H 1.796 -0.264 4.813 0.24
H 3.101 -0.141 -2.517 0.19
H 3.487 2.942 5.864 0.30
H -4.801 7.806 0.882 0.30
H 2.761 -2.288 -4.623 0.30
H -2.010 -3.613 -3.544 0.26
H -3.135 -4.255 -2.321 0.29
H 0.646 -0.971 -1.973 -0.09
H 3.570 0.819 3.577 0.31
H -2.318 -7.632 -2.197 0.33
H -5.093 5.212 1.209 0.30
H 2.716 3.154 4.334 0.38
H -3.814 -6.652 -2.231 0.27
H -0.256 -3.232 1.108 0.34
H -3.631 7.269 1.995 0.32
H 4.076 0.593 5.231 0.26
H 0.694 -1.730 -3.591 0.29
H -1.452 -5.990 -4.201 0.36
H 2.461 -3.861 1.815 0.39
H 1.955 -1.254 0.194 0.25
H -2.084 7.173 -0.197 0.20
H -2.503 8.766 0.136 0.40
H 4.421 3.070 4.387 0.36
H -0.529 -1.659 0.437 0.27
H 1.001 -0.031 -3.522 0.41
H 1.566 -2.856 -0.407 0.12
```

Calculated values
**Maximum force**: 4.11 eV/A
**HOMO level**: -11.12 eV
**SMILES string**: ClC(Cl)(Cl)Cl.CCCC#N.CCCC#N.CCCC#N.CCCC#N.CCCC#N
**Molecular weight**: 499.36 g/mol


C21H35F13N4O4PS | ωB97M-V/def2-TZVPD

Structure (XYZ):
```
79
Properties=species:S:1:pos:R:3:mulliken_charge:R:1
S -2.561 -1.002 2.150 -0.15
P -0.140 0.866 -5.586 0.77
F 1.792 -3.850 9.936 -0.28
F 3.000 -2.679 8.101 -0.30
F 1.614 -1.717 10.705 -0.24
F -1.219 -1.712 9.507 -0.21
F 3.053 -0.223 8.695 -0.30
F 0.895 -1.263 4.677 -0.34
F 0.819 0.190 8.725 -0.26
F 3.017 -0.894 5.856 -0.29
F -0.502 -0.369 6.257 -0.32
F -0.845 -4.006 9.066 -0.21
F 0.923 -2.782 7.173 -0.25
F -0.679 -3.164 11.163 -0.24
F 2.625 1.236 6.560 -0.32
O -5.496 -2.259 -0.954 -0.46
O -4.738 -0.188 -0.140 -0.31
O 0.081 0.504 -4.101 -0.85
O -0.810 1.005 1.918 -0.39
N -0.454 1.326 -7.264 -0.02
N 0.390 0.014 -0.524 0.21
N 1.293 1.796 -5.709 0.30
N 0.005 -0.748 -6.146 0.22
C -0.930 -0.577 -0.112 -1.32
C 2.533 1.386 -6.333 -1.11
C 2.023 -0.072 6.501 0.66
C -1.713 0.253 1.020 0.83
C 0.512 1.143 4.612 -0.93
C -1.149 -1.573 -5.784 -1.03
C -0.275 0.542 -8.473 -0.77
C 1.159 -2.580 9.686 0.50
C 0.470 0.340 2.039 0.36
C -4.545 -1.482 -0.695 0.38
C 1.325 1.016 3.210 -1.02
C 0.718 -0.132 5.571 0.84
C 1.663 -2.151 8.200 0.60
C -3.776 0.776 -0.663 -0.44
C 1.598 2.652 -4.561 -1.00
C -2.759 1.344 0.455 -0.81
C -0.636 2.748 -7.539 -1.03
C -0.418 -2.858 9.784 0.63
C 1.825 -0.554 8.015 0.47
C 1.222 0.554 0.607 -0.85
C 1.212 -1.542 -6.020 -0.99
H 0.940 -0.768 -0.944 0.43
H -1.539 -0.775 -1.055 0.24
H 2.300 0.167 0.630 0.32
H -1.439 2.911 -8.264 0.41
H -2.211 2.282 0.103 0.30
H 2.066 -1.078 -6.509 0.30
H 0.212 0.689 -1.294 0.31
H 2.238 3.490 -4.850 0.36
H -2.078 -1.078 -6.088 0.37
H 2.335 0.481 3.394 0.41
H -0.712 -1.619 0.346 0.50
H -3.408 1.666 1.356 0.41
H -3.246 0.414 -1.623 0.33
H 1.472 -1.751 -4.974 0.21
H 0.834 2.134 5.073 0.39
H 2.100 2.087 -3.765 0.23
H -0.631 1.080 -9.358 0.36
H -1.196 -1.752 -4.703 0.14
H 2.376 0.944 -7.317 0.23
H 0.398 -0.782 2.278 0.24
H 3.091 0.684 -5.703 0.34
H -0.861 -0.378 -8.452 0.27
H 1.590 2.085 2.861 0.48
H -0.630 1.225 4.445 0.35
H 0.283 3.196 -7.930 0.32
H -1.130 -2.540 -6.295 0.38
H -4.406 1.687 -0.998 0.36
H -3.506 -0.265 2.888 0.22
H -0.921 3.287 -6.633 0.30
H 1.259 1.702 0.465 0.32
H 3.184 2.249 -6.513 0.37
H 0.773 0.291 -8.653 0.23
H 0.682 3.086 -4.151 0.29
H 1.097 -2.494 -6.548 0.38
H -3.461 -1.837 -0.859 0.18
```

Calculated values
**Total charge**: +1
**Maximum force**: 7.23 eV/A
**Energy above the lowest of the compared OMol25 structures with the same formula, charge and spin**: 711.29 kJ/mol
**HOMO level**: -10.62 eV
**Molecular weight**: 717.55 g/mol